C15H45O8 | wB97M-V/def2-TZVPD

Output
- charge = -1
- ΔE to the lowest compared entry with this formula, charge and spin (kJ/mol) = 0.0
- HOMO (eV) = -3.85

Each line ends with the Mulliken charge.
CARTESIAN COORDINATES (ANGSTROEM)
H (-31.92, 24.66, -7.77)  0.286
H (-27.74, 17.25, -7.33)  0.133
H (-30.46, 21.92, 0.25)  0.317
C (-29.58, 20.00, -0.01)  -1.079
C (-34.80, 23.74, -1.80)  -1.345
C (-33.83, 22.92, -2.64)  0.542
H (-28.19, 27.68, -6.04)  0.293
O (-30.55, 22.38, -4.09)  -0.979
H (-33.06, 25.63, -8.73)  0.259
H (-31.86, 22.68, -2.70)  0.392
H (-30.48, 19.40, -0.12)  0.256
H (-33.77, 23.37, -8.25)  0.267
H (-30.62, 20.69, -3.69)  0.077
H (-30.82, 21.20, -5.68)  -0.137
H (-28.99, 16.33, -8.17)  0.306
H (-33.96, 23.69, -6.53)  0.175
H (-29.32, 19.25, -7.27)  0.165
H (-31.41, 17.74, -2.24)  0.259
C (-28.58, 17.34, -8.02)  -0.206
H (-31.78, 18.97, -4.92)  0.233
H (-30.09, 26.40, -3.98)  0.306
O (-35.29, 24.62, -7.81)  -0.551
H (-35.78, 23.66, -2.27)  0.379
C (-32.03, 17.80, -3.13)  -1.246
H (-28.88, 19.57, -0.74)  0.234
H (-30.51, 22.94, -6.14)  0.113
H (-34.17, 21.88, -2.71)  0.166
H (-27.53, 17.24, -9.61)  0.294
C (-27.38, 20.03, -4.66)  0.020
H (-30.54, 18.29, -8.08)  0.463
C (-29.63, 26.08, -5.83)  0.195
H (-30.35, 21.42, -1.43)  -0.239
H (-29.97, 17.86, -6.45)  0.143
C (-33.97, 24.15, -7.52)  -0.241
H (-31.73, 16.93, -3.73)  0.292
H (-28.11, 20.27, -5.45)  -0.031
O (-30.59, 19.72, -3.42)  -0.168
O (-29.39, 25.93, -4.45)  -0.490
H (-32.98, 25.93, -6.96)  0.243
O (-32.55, 22.96, -2.07)  -0.524
H (-26.70, 18.29, -3.63)  0.359
H (-32.62, 19.85, -3.72)  0.078
H (-29.84, 28.19, -5.64)  0.324
H (-33.08, 17.61, -2.88)  0.351
H (-34.50, 24.78, -1.68)  0.336
C (-30.99, 22.26, -5.41)  0.184
H (-32.06, 22.51, -5.50)  -0.207
C (-29.24, 27.51, -6.24)  -1.174
C (-31.81, 19.13, -3.83)  0.079
H (-34.89, 23.29, -0.81)  0.304
H (-29.09, 19.90, 0.96)  0.421
H (-26.41, 20.47, -4.94)  0.402
C (-29.80, 21.43, -0.49)  0.332
C (-29.66, 18.22, -7.43)  -0.776
C (-32.87, 25.19, -7.75)  -0.790
O (-28.57, 22.13, -0.66)  -0.487
O (-28.04, 17.95, -9.20)  -0.525
H (-30.68, 25.95, -6.12)  -0.139
H (-28.69, 20.28, -3.35)  0.199
H (-28.29, 18.06, -4.44)  0.108
H (-26.79, 18.10, -5.38)  0.286
C (-27.30, 18.53, -4.51)  -0.896
H (-29.08, 25.33, -6.40)  0.367
H (-29.43, 27.64, -7.31)  0.346
H (-28.12, 22.02, 0.18)  0.275
O (-27.79, 20.65, -3.44)  -0.426
H (-35.55, 25.20, -7.09)  0.315
H (-33.76, 23.28, -3.68)  -0.217



C22H36N5O | wB97M-V/def2-TZVPD

Output
- charge = +1
- HOMO (eV) = -11.59

Each line ends with the Mulliken charge.
CARTESIAN COORDINATES (ANGSTROEM)
H (0.52, 0.24, 4.84)  0.156
H (0.93, 0.75, -6.49)  0.315
H (3.09, 0.10, 2.53)  0.327
H (3.53, -1.37, 1.53)  0.329
C (3.87, -0.65, 4.95)  -0.945
H (-0.47, -0.37, 6.96)  0.347
C (-1.08, 1.65, -5.82)  -0.244
C (-3.18, 3.36, -3.53)  -0.263
H (2.64, 1.26, 4.76)  0.192
H (0.14, -1.84, -6.42)  0.362
H (-2.51, -2.40, 1.14)  0.383
C (2.91, -1.04, 2.45)  -0.819
H (-1.38, -1.06, 1.80)  0.195
H (-0.01, -3.66, 0.60)  0.351
H (4.27, -1.25, 5.86)  0.314
H (1.09, 3.22, -4.18)  0.219
H (-1.07, -3.93, 2.10)  0.371
C (1.22, -0.37, 5.50)  0.094
C (-1.44, -1.97, 1.11)  -0.329
H (-2.47, 4.22, -3.81)  0.137
N (1.21, 2.92, -3.19)  -0.531
H (0.38, 3.75, -1.40)  0.373
N (-0.98, 2.32, -2.24)  0.464
O (-4.53, 2.94, -5.63)  -0.503
H (2.93, 0.67, 6.49)  0.410
H (0.73, -0.41, 2.79)  0.031
N (-0.73, 1.15, -1.57)  -0.185
C (-0.44, -3.16, 1.54)  -0.821
C (3.49, -1.70, 3.80)  -0.570
H (4.48, -2.22, 3.50)  0.282
N (-3.05, 1.03, -2.27)  -0.484
H (0.16, 0.86, -1.14)  0.277
H (1.62, -3.48, 2.49)  0.323
C (-2.55, 1.42, -5.37)  0.538
C (-2.37, 2.26, -2.68)  0.064
H (2.84, -2.51, 4.26)  0.426
H (1.13, -1.00, 1.10)  -0.308
H (0.90, 0.90, 7.31)  0.372
H (-0.43, 4.35, -2.93)  0.227
C (0.02, 3.41, -2.43)  -0.534
H (-4.08, -0.38, -5.01)  0.349
C (-0.14, 0.48, -6.19)  -0.476
C (-3.02, -0.08, -5.32)  -0.332
N (-2.23, -0.85, -1.11)  -0.023
C (-1.94, 0.37, -1.59)  0.392
H (-2.40, -2.36, -5.64)  0.326
H (2.05, 3.36, -2.79)  0.277
H (-4.11, 3.75, -2.99)  0.369
C (0.77, -2.71, 2.49)  -0.361
C (2.68, 0.32, 5.42)  -0.422
C (1.33, -1.23, 2.23)  0.452
C (-0.59, -1.01, -6.15)  -0.450
C (-2.07, -1.26, -5.70)  -0.498
H (-0.71, 2.73, -5.85)  0.519
H (1.21, -1.49, 5.31)  -0.023
H (4.77, -0.04, 4.57)  0.317
H (-3.16, -1.25, -1.24)  0.321
H (-1.13, -2.67, -0.97)  0.294
C (-3.54, 2.62, -4.94)  -0.046
C (-1.15, -1.64, -0.44)  -0.714
C (0.66, -0.18, 7.02)  -1.260
H (-0.12, -1.18, -0.63)  0.232
H (1.18, -0.97, 7.65)  0.306
H (0.35, -2.71, 3.57)  0.110



C40H75N2O10S | wB97M-V/def2-TZVPD

Output
- charge = +1
- HOMO (eV) = -11.01

Each line ends with the Mulliken charge.
CARTESIAN COORDINATES (ANGSTROEM)
H (0.76, -1.30, -6.65)  0.335
C (-4.07, 1.41, -5.90)  -0.184
H (4.21, 2.12, 3.88)  0.323
C (-6.45, -1.25, 6.02)  -0.546
H (5.81, 1.93, 0.17)  0.313
H (-5.25, 0.18, -3.25)  0.113
H (7.17, 6.07, 5.31)  0.264
H (1.46, 2.19, -2.57)  0.004
H (-3.83, -1.18, 4.95)  0.205
H (6.20, 3.42, 3.66)  0.055
O (-4.26, 0.26, -5.07)  -0.322
H (-5.86, -2.98, 7.21)  0.281
N (3.28, -1.23, 0.90)  0.227
H (7.12, 6.63, 7.99)  0.335
S (-1.64, -3.59, 4.45)  -0.011
H (0.72, 4.58, -5.89)  0.386
C (0.04, -3.36, 4.08)  0.257
H (-2.34, -1.26, 2.30)  0.280
H (0.10, 1.32, 0.64)  0.418
H (5.74, 7.05, 6.95)  0.268
H (-4.44, -2.06, 3.54)  -0.078
H (-4.42, -6.25, 0.82)  0.280
C (-4.83, -5.38, 0.15)  -0.467
O (2.39, -2.68, -4.14)  -0.453
C (0.47, -3.11, -5.46)  0.219
O (5.94, 4.47, 5.79)  -0.299
C (-5.95, -0.94, 4.63)  -0.617
H (-6.83, -3.37, 5.77)  0.282
O (-2.69, -0.97, 1.41)  -0.363
C (4.93, 4.43, 6.80)  -0.462
H (0.28, 1.94, -6.43)  0.278
C (0.73, 2.44, -3.34)  -0.010
H (-1.60, -1.12, -3.76)  0.004
H (3.20, -1.26, -5.42)  0.322
C (3.04, -1.83, 2.27)  -1.193
H (-2.32, -0.17, -2.19)  0.148
N (1.30, -3.38, 3.49)  -0.631
C (5.41, 3.68, 2.94)  -0.116
C (-2.00, -1.22, -2.67)  -0.084
C (5.97, 3.63, 1.54)  -0.738
H (4.03, 4.90, 6.40)  0.273
H (1.09, -1.24, 3.29)  0.429
H (-3.87, -2.06, -3.81)  0.155
C (-6.05, -2.71, 6.17)  -0.494
O (-4.50, -4.44, -2.42)  -0.352
H (-4.28, -4.38, 0.49)  0.026
H (0.24, -4.33, 0.09)  0.207
H (3.42, -2.00, 0.17)  0.571
H (3.40, 2.96, 2.54)  0.248
C (-5.45, 0.46, -4.29)  -0.195
H (2.28, 0.78, 1.06)  -0.038
H (-5.99, -5.22, 0.30)  0.277
H (-0.27, 2.23, -2.96)  0.123
C (5.93, 2.14, 1.24)  -0.444
H (-0.72, 3.76, -5.27)  0.136
H (5.00, 4.65, 3.21)  0.337
H (1.91, 4.18, -3.81)  0.287
H (-0.34, -2.60, -4.92)  -0.453
H (4.22, -0.73, 0.93)  0.390
C (1.45, -2.13, 2.61)  0.339
H (1.70, -3.31, -0.56)  0.151
H (-6.91, 2.07, -4.31)  0.371
C (6.35, 6.22, 7.33)  -0.552
H (-5.19, 3.29, -6.01)  0.340
C (1.45, -3.71, -4.48)  -0.441
H (-6.06, 1.86, -6.57)  0.253
H (-6.67, -1.31, 3.89)  0.314
C (0.36, -0.96, -1.25)  -0.300
H (-2.88, -3.83, -1.17)  0.053
H (-4.21, -1.63, -1.99)  0.232
H (6.84, 1.65, 1.59)  0.304
O (4.83, 1.60, 1.97)  -0.276
H (2.01, -4.54, -4.93)  0.384
H (3.55, -1.17, 3.12)  0.269
C (5.47, 5.20, 7.99)  -0.557
H (-6.22, -0.21, -4.68)  0.283
H (1.93, 2.49, -6.05)  0.326
C (0.90, 2.42, -5.67)  -0.531
C (1.33, -2.09, -6.17)  -0.714
O (-4.07, -6.84, -1.83)  -0.545
C (0.70, -0.86, 0.35)  1.951
C (-5.84, 1.91, -4.44)  -0.610
H (0.28, 4.57, -3.21)  0.395
O (-2.45, 1.07, 0.16)  -0.596
H (1.75, -0.77, -4.51)  -0.207
C (-0.92, -1.90, -1.65)  -0.138
H (6.97, 4.06, 1.44)  0.337
C (-3.21, -3.68, -2.31)  0.013
H (7.83, 4.89, 6.46)  0.282
H (-5.91, -0.64, 6.75)  0.259
C (-4.68, -1.75, 4.56)  0.114
H (1.32, -1.28, -1.85)  0.579
H (6.07, 4.53, 8.62)  0.265
H (0.09, 0.14, -1.60)  -0.706
O (0.94, 1.60, -4.49)  -0.208
C (-4.45, -5.59, -1.46)  0.582
C (1.12, -3.60, 0.44)  -1.181
H (-3.83, 1.10, -6.92)  0.277
C (0.56, -2.26, 1.19)  0.234
H (-0.55, -2.45, 1.51)  0.458
C (0.37, 3.77, -5.25)  -0.520
C (0.86, 3.87, -3.82)  -0.692
C (-0.22, 0.29, 1.14)  -0.653
C (2.22, -1.59, -5.06)  0.171
O (-4.87, -2.90, 5.39)  -0.400
H (0.03, -3.85, -6.13)  0.435
C (-1.83, 0.12, 0.92)  0.090
C (4.36, 2.58, 2.90)  -0.588
H (-1.53, -2.19, -0.66)  -0.182
H (-5.31, 2.52, -3.71)  0.256
H (-2.45, -4.27, -2.98)  0.112
H (1.93, -2.59, -6.94)  0.316
H (-3.22, 1.98, -5.50)  0.020
H (4.69, 3.39, 7.05)  0.286
H (1.87, -4.25, 1.06)  0.291
C (2.25, -0.24, 0.43)  -1.269
C (-5.35, 2.22, -5.83)  -0.596
H (-5.80, 0.13, 4.45)  0.336
H (0.06, 0.39, 2.28)  0.393
H (-0.48, -2.92, -2.06)  0.177
H (3.63, -2.86, 2.29)  0.349
H (0.96, -4.08, -3.57)  0.188
H (4.68, 5.63, 8.61)  0.328
H (5.30, 4.16, 0.85)  0.291
C (-3.41, -2.11, -2.73)  -0.602
H (-7.52, -1.09, 6.15)  0.349
H (2.57, 0.09, -0.68)  0.256
C (6.93, 5.44, 6.16)  -0.449



C5H7O5S2 | wB97M-V/def2-TZVPD

Output
- charge = -1
- 2S+1 = 3
- <S²> = 2.0087
- ΔE to the lowest compared entry with this formula, charge and spin (kJ/mol) = 70.7
- HOMO (alpha / beta) (eV) = -1.63 / -6.34

Each line ends with the Mulliken charge.
CARTESIAN COORDINATES (ANGSTROEM)
H (0.40, 0.67, 2.38)  0.339
H (1.95, -0.19, 2.60)  0.413
H (0.48, -1.04, 2.22)  0.206
H (1.09, 1.27, -2.32)  0.302
S (-1.12, 1.06, 0.16)  1.231
O (-1.82, -0.07, 0.86)  -0.492
O (-1.86, -1.68, -0.88)  -0.520
C (1.32, 0.00, 0.56)  0.833
C (-2.69, -1.25, -0.15)  0.737
S (3.02, -0.69, 0.25)  -0.295
H (-0.53, 0.54, -2.22)  0.343
C (1.05, -0.07, 1.98)  -1.249
O (-3.80, -1.27, 0.22)  -0.522
H (2.85, -1.20, -1.02)  0.118
C (0.56, 0.41, -0.39)  -0.135
O (-0.87, 2.18, 1.02)  -0.686
O (-1.74, 1.45, -1.04)  -0.774
C (0.60, 0.39, -1.91)  -1.223
H (1.14, -0.52, -2.33)  0.375



C19H16MoNO4Te4 | wB97M-V/def2-TZVPD

Output
- charge = +2
- 2S+1 = 2
- <S²> = 0.8842
- ΔE to the lowest compared entry with this formula, charge and spin (kJ/mol) = 0.0
- HOMO (alpha / beta) (eV) = -13.91 / -13.92

Each line ends with the Mulliken charge.
CARTESIAN COORDINATES (ANGSTROEM)
C (3.45, -0.88, 2.48)  -0.942
H (-2.80, -3.82, -2.24)  0.466
C (1.40, -0.50, -1.45)  -0.213
H (2.95, 1.98, -3.96)  0.459
H (4.23, -1.62, 2.37)  0.428
H (0.73, 1.82, 2.89)  0.474
O (1.40, 2.75, 0.42)  -0.593
Te (-2.39, 2.46, -2.24)  0.294
O (-1.04, 2.14, 0.96)  -0.646
Mo (-2.65, 1.56, 0.04)  -0.020
H (2.61, -0.38, -4.61)  0.456
H (1.00, -1.21, -0.74)  0.610
C (-0.29, 1.15, 0.48)  0.983
C (-3.22, -1.99, -1.26)  -0.024
C (2.86, -0.33, 1.35)  -0.198
H (2.29, 2.75, -1.72)  0.478
Te (-4.30, 3.15, 0.99)  0.381
C (2.32, -0.04, -3.63)  -0.521
C (1.59, 0.83, -1.08)  -0.427
C (1.76, -0.93, -2.71)  -0.988
C (1.47, 1.04, 2.77)  -0.433
H (-3.54, -1.42, -2.12)  0.462
N (-3.25, -1.35, -0.08)  0.534
O (-0.93, 0.14, 0.14)  -0.483
C (-2.81, -3.31, -1.30)  -0.798
H (3.19, -0.63, 0.37)  0.508
C (2.14, 1.72, -2.00)  -0.390
H (-2.12, -4.97, -0.12)  0.455
H (3.51, -0.92, 4.63)  0.423
C (1.87, 0.64, 1.50)  0.115
C (-2.49, -3.23, 1.08)  -0.789
C (-2.44, -3.93, -0.11)  -0.139
C (3.05, -0.49, 3.75)  -0.430
O (-3.71, -0.08, -0.08)  -0.802
C (2.51, 1.28, -3.26)  -0.797
H (-2.99, -1.30, 1.96)  0.465
C (-2.90, -1.92, 1.08)  0.049
H (1.76, 0.81, 4.88)  0.415
H (-2.22, -3.69, 2.02)  0.460
Te (-3.90, 4.75, -2.86)  0.147
H (1.63, -1.97, -2.99)  0.434
C (1.21, 1.35, 0.31)  2.209
C (2.06, 0.48, 3.90)  -0.760
H (2.23, 2.91, 0.88)  0.519
Te (-5.23, 5.17, -0.68)  0.168



C8H20O2 | wB97M-V/def2-TZVPD

Output
- ΔE to the lowest compared entry with this formula, charge and spin (kJ/mol) = 192.7
- HOMO (eV) = -9.69

Each line ends with the Mulliken charge.
CARTESIAN COORDINATES (ANGSTROEM)
H (-1.35, -1.43, -1.48)  0.227
C (0.95, -4.28, -3.11)  -1.109
H (-2.39, -2.87, -1.25)  0.275
H (3.32, 3.74, 1.55)  0.290
H (0.64, 1.96, 4.73)  0.295
H (1.98, 4.15, 0.44)  0.269
H (-0.65, 4.12, 3.06)  0.279
H (-0.47, 4.08, 4.84)  0.270
H (-0.12, 1.55, 3.17)  0.310
H (1.97, 1.39, 1.74)  0.289
C (-1.91, -2.23, -2.01)  -0.173
H (0.77, -2.75, -1.51)  0.302
H (3.02, 2.74, 0.09)  0.322
H (-3.50, -2.38, -3.52)  0.289
H (-0.18, -4.26, -1.34)  0.256
O (1.48, 2.97, 3.01)  -0.375
H (0.28, -4.84, -3.78)  0.291
C (-0.66, 3.46, 3.94)  -0.914
O (-0.95, -2.97, -2.75)  -0.264
C (0.37, 2.36, 3.74)  -0.358
C (2.54, 3.32, 0.89)  -1.105
H (-3.62, -1.05, -2.33)  0.363
H (-1.66, 3.00, 4.03)  0.301
H (1.69, -4.98, -2.68)  0.354
C (-2.93, -1.64, -2.95)  -1.122
C (0.15, -3.49, -2.07)  -0.241
H (0.60, 2.41, 1.22)  0.310
C (1.59, 2.43, 1.71)  -0.182
H (1.49, -3.53, -3.71)  0.268
H (-2.42, -0.96, -3.66)  0.285



CH12Na4O9 | wB97M-V/def2-TZVPD

Output
- charge = +2
- ΔE to the lowest compared entry with this formula, charge and spin (kJ/mol) = 130.3
- HOMO (eV) = -16.30

Each line ends with the Mulliken charge.
CARTESIAN COORDINATES (ANGSTROEM)
H (-16.89, 6.86, 15.96)  0.284
H (-17.49, 5.46, 13.76)  0.302
H (-16.13, 1.13, 13.78)  0.284
O (-11.15, 4.24, 16.00)  -0.604
O (-16.17, 3.86, 15.85)  -1.241
O (-12.69, 1.25, 17.10)  -0.577
H (-11.32, 5.18, 15.91)  0.336
O (-16.05, 5.65, 19.42)  -0.656
Na (-18.31, 2.85, 16.92)  0.937
Na (-15.80, 1.15, 18.97)  0.960
H (-13.42, 0.65, 17.00)  0.266
H (-17.02, 4.14, 14.33)  0.472
O (-16.32, 6.55, 16.67)  -0.655
O (-14.17, 3.62, 16.41)  -0.793
Na (-13.36, 4.30, 18.84)  0.930
H (-11.96, 3.82, 15.72)  0.262
H (-15.99, 6.23, 18.66)  0.396
H (-15.92, 4.77, 19.06)  0.245
O (-17.40, 4.53, 13.54)  -0.648
H (-13.00, 2.08, 16.73)  0.419
H (-15.95, 2.41, 14.57)  0.327
C (-15.34, 3.58, 16.71)  1.065
H (-16.37, 5.60, 16.62)  0.374
Na (-14.24, 4.21, 13.97)  0.901
O (-15.85, 2.04, 13.69)  -0.563
O (-15.80, 3.41, 17.83)  -1.023



no.,total energy (hartree)
1,-1200.34165
2,-1208.36687
3,-2828.52889
4,-1367.20093
5,-2229.05894
6,-467.23047
7,-1371.30231